# 1
{
  "formula": "C37H74FO9P",
  "method": "the ωB97M-V functional and the def2-TZVPD basis",
  "spin_multiplicity": 1,
  "fmax_ha_per_bohr": 0.0772,
  "homo_lumo_gap_ha": 0.2952,
  "e_tot_ev": -69994.932,
  "elements": ["C", "C", "P", "C", "C", "C", "C", "C", "F", "O", "C", "C", "O", "C", "C", "C", "C", "O", "H", "H", "H", "H", "H", "H", "H", "H", "H", "H", "H", "H", "H", "H", "H", "H", "H", "H", "H", "H", "H", "H", "H", "H", "H", "H", "C", "C", "C", "O", "C", "H", "H", "H", "H", "H", "H", "H", "H", "C", "C", "C", "O", "C", "H", "H", "H", "H", "H", "H", "H", "H", "C", "C", "C", "O", "C", "H", "H", "H", "H", "H", "H", "H", "H", "C", "C", "C", "O", "C", "H", "H", "H", "H", "H", "H", "H", "H", "C", "C", "C", "O", "C", "H", "H", "H", "H", "H", "H", "H", "H", "C", "C", "C", "O", "C", "H", "H", "H", "H", "H", "H", "H", "H"],
  "coordinates": [[-1.39203, -2.90910, 3.85141], [-1.04928, -3.42344, 2.44383], [0.50853, -2.67235, 1.83328], [0.96524, -3.66078, 0.34599], [0.28851, -3.30615, -0.98379], [-0.06389, -1.00732, 1.28352], [0.88983, -0.20144, 0.39034], [2.38001, -0.39315, 0.55763], [2.75530, -0.30861, 1.89738], [-1.35122, -1.12399, 0.68149], [-1.99760, 0.09364, 0.41928], [-3.52464, -0.10304, 0.43237], [-3.83730, -1.45756, 0.66709], [-5.19144, -1.77780, 0.45709], [-5.55965, -2.92804, 1.38034], [-5.30954, -4.28360, 0.76078], [-5.90353, -5.54388, 1.50242], [-4.40193, -5.16251, 1.23265], [-1.82469, -3.69615, 4.46909], [-0.49845, -2.54707, 4.36814], [-2.08786, -2.06967, 3.79367], [-0.89804, -4.50401, 2.45158], [-1.88229, -3.18620, 1.77844], [2.05263, -3.66831, 0.25757], [0.68446, -4.68569, 0.60994], [-0.77733, -3.12262, -0.86478], [0.41164, -4.13468, -1.68605], [0.78596, -2.44433, -1.42862], [-0.20392, -0.44649, 2.22111], [0.62456, -0.39101, -0.65126], [0.69408, 0.86186, 0.56418], [2.88239, 0.41873, 0.02755], [2.73798, -1.33507, 0.13549], [-1.72915, 0.84079, 1.17991], [-1.68742, 0.51519, -0.54355], [-3.94406, 0.23159, -0.52144], [-3.97412, 0.51406, 1.21977], [-5.36847, -2.04232, -0.59654], [-5.83209, -0.91374, 0.67274], [-4.91274, -2.88842, 2.25818], [-6.61604, -2.87877, 1.63207], [-5.40701, -4.33881, -0.32879], [-6.24036, -5.96092, 0.52264], [-5.78256, -6.53601, 1.92308], [-3.38266, -0.06718, 5.44686], [-4.29840, -0.90313, 6.34034], [-5.67648, -0.41427, 5.91021], [-5.56222, -0.06132, 4.53148], [-4.18594, -0.02342, 4.15321], [-2.39137, -0.49640, 5.31185], [-3.26689, 0.93785, 5.85861], [-4.18170, -1.96389, 6.10867], [-4.11827, -0.76439, 7.40539], [-5.97702, 0.47055, 6.48239], [-6.45391, -1.17211, 6.01429], [-3.96528, -0.89295, 3.52251], [-4.00502, 0.88063, 3.56785], [-1.37978, -8.75149, -1.39864], [-0.56897, -8.46120, -2.66169], [-0.20005, -6.99686, -2.45553], [-0.08525, -6.81020, -1.04612], [-0.62054, -7.93938, -0.35666], [-1.43619, -9.80919, -1.14547], [-2.39724, -8.37120, -1.50883], [0.32981, -9.08087, -2.68332], [-1.12037, -8.62779, -3.58598], [-0.98241, -6.33356, -2.84088], [0.74589, -6.72136, -2.92421], [0.20376, -8.51911, 0.07313], [-1.25410, -7.58484, 0.45730], [-4.56818, 4.56211, 0.98564], [-3.21600, 5.01834, 0.43702], [-2.60228, 3.69390, 0.00062], [-3.69392, 2.86360, -0.39911], [-4.93022, 3.44597, 0.01376], [-5.31881, 5.35030, 1.01571], [-4.45054, 4.16375, 1.99561], [-3.35972, 5.67362, -0.42438], [-2.60132, 5.54357, 1.16652], [-2.07189, 3.21478, 0.83167], [-1.91045, 3.79013, -0.83709], [-5.45035, 3.84014, -0.86570], [-5.55165, 2.66876, 0.46220], [3.47108, 4.51769, -1.36232], [3.23176, 4.28754, -2.85442], [3.14052, 2.76868, -2.92108], [2.58165, 2.35272, -1.66903], [2.58821, 3.44048, -0.74550], [3.21024, 5.51968, -1.02458], [4.51775, 4.34533, -1.11297], [2.28566, 4.74112, -3.15992], [4.02105, 4.68380, -3.49161], [4.12666, 2.31676, -3.04315], [2.50249, 2.41009, -3.72938], [1.55999, 3.79930, -0.61033], [2.95620, 3.08358, 0.21864], [5.57335, 0.14735, -7.17263], [6.64965, -0.00897, -6.09874], [6.39995, 1.22184, -5.23546], [4.99940, 1.48596, -5.31528], [4.41326, 0.70998, -6.36028], [5.31857, -0.78319, -7.67753], [5.89515, 0.86857, -7.92660], [6.47590, -0.91930, -5.52170], [7.66351, -0.04445, -6.49446], [6.94981, 2.08970, -5.61558], [6.67007, 1.07453, -4.18881], [3.81591, -0.09366, -5.91622], [3.74989, 1.35043, -6.94287], [7.13371, 8.17452, 0.65100], [5.93989, 8.14332, 1.60479], [4.98641, 7.20996, 0.86850], [5.80584, 6.28756, 0.15192], [7.16168, 6.73464, 0.15267], [8.06744, 8.47186, 1.12580], [6.93729, 8.85981, -0.17602], [6.23383, 7.70807, 2.56189], [5.50376, 9.12278, 1.79519], [4.36393, 7.76401, 0.15652], [4.33025, 6.65077, 1.53700], [7.74793, 6.09653, 0.82249], [7.56372, 6.63583, -0.85635]]
}

# 2
{
  "formula": "C37H74NO19PS2",
  "method": "the ωB97M-V functional and the def2-TZVPD basis",
  "spin_multiplicity": 1,
  "fmax_ha_per_bohr": 0.0470,
  "homo_lumo_gap_ha": 0.3447,
  "e_tot_ev": -110919.853,
  "elements": ["C", "C", "O", "C", "C", "O", "C", "O", "C", "P", "S", "S", "C", "O", "O", "C", "C", "N", "H", "H", "H", "H", "H", "H", "H", "H", "H", "H", "H", "H", "H", "H", "H", "H", "H", "H", "O", "C", "O", "C", "C", "C", "H", "H", "H", "H", "H", "H", "H", "H", "O", "C", "O", "C", "C", "C", "H", "H", "H", "H", "H", "H", "H", "H", "O", "C", "O", "C", "C", "C", "H", "H", "H", "H", "H", "H", "H", "H", "O", "C", "O", "C", "C", "C", "H", "H", "H", "H", "H", "H", "H", "H", "O", "C", "O", "C", "C", "C", "H", "H", "H", "H", "H", "H", "H", "H", "O", "C", "O", "C", "C", "C", "H", "H", "H", "H", "H", "H", "H", "H", "O", "C", "O", "C", "C", "C", "H", "H", "H", "H", "H", "H", "H", "H"],
  "coordinates": [[1.34748, 1.38943, -4.26529], [0.84998, 1.21258, -2.82952], [0.30410, -0.09029, -2.57702], [1.32200, -0.90863, -2.05256], [0.88976, -2.37183, -1.98342], [1.22897, -2.86010, -0.67138], [2.10573, -3.88037, -0.69010], [2.27824, -4.61200, 0.22937], [2.82347, -3.80030, -2.07920], [4.11581, -2.48266, -1.72698], [4.85794, -1.56403, -3.26739], [3.68806, -5.34436, -2.52143], [5.21151, -4.98336, -3.35909], [2.86307, -6.12495, -3.40691], [4.04693, -6.04727, -1.32106], [1.60492, -3.38099, -2.91728], [1.69175, -2.93232, -4.37747], [2.30703, -3.84191, -5.31511], [1.26998, 0.47779, -4.84822], [0.78645, 2.18062, -4.75583], [2.38690, 1.70562, -4.29028], [0.12242, 1.98018, -2.58796], [1.69488, 1.37859, -2.16342], [1.64525, -0.57850, -1.06189], [2.19007, -0.83347, -2.71251], [-0.17487, -2.41614, -2.19736], [5.08770, -3.21762, -1.02331], [3.52826, -1.65077, -0.76176], [5.06920, -4.50426, -4.31935], [5.72140, -5.92964, -3.48903], [5.84246, -4.34007, -2.75896], [0.93298, -4.24135, -2.86041], [0.66113, -2.80218, -4.70635], [2.15179, -1.95967, -4.48427], [3.29437, -3.94847, -5.14795], [1.86111, -4.74723, -5.31866], [-2.43283, 4.41411, -3.06142], [-3.09561, 3.58097, -2.50314], [-3.34064, 3.70355, -1.19133], [-4.27368, 2.86479, -0.48327], [-3.61129, 1.58180, -0.02499], [-3.58526, 2.35127, -3.23534], [-5.16354, 2.68843, -1.07971], [-4.58744, 3.44875, 0.37464], [-3.26673, 0.98301, -0.86949], [-4.30825, 0.98639, 0.56009], [-2.73748, 1.80904, 0.58692], [-2.79403, 1.60144, -3.22880], [-3.79967, 2.62913, -4.26443], [-4.49436, 1.92080, -2.82212], [4.03404, 0.07466, 1.09663], [3.40201, -0.43335, 1.98590], [2.46443, 0.29757, 2.60808], [1.52657, -0.25883, 3.53678], [2.08800, -0.32249, 4.94118], [3.69094, -1.83834, 2.46555], [1.16998, -1.22860, 3.18730], [0.67298, 0.41581, 3.51104], [2.95724, -0.97921, 4.99847], [1.33414, -0.68938, 5.63787], [2.40998, 0.66682, 5.26566], [4.50387, -1.79829, 3.18930], [4.01018, -2.43484, 1.61433], [2.83735, -2.34334, 2.90973], [-6.57938, 2.03808, 0.89574], [-7.57720, 2.66693, 1.12935], [-7.83820, 3.75017, 0.37850], [-9.07482, 4.46994, 0.43772], [-9.06966, 5.51173, 1.53625], [-8.48385, 2.32010, 2.28570], [-9.91650, 3.78161, 0.52214], [-9.16364, 4.95575, -0.53203], [-8.96646, 5.05720, 2.52169], [-9.99577, 6.08618, 1.51883], [-8.23097, 6.19437, 1.40244], [-8.08868, 2.78220, 3.18932], [-8.47479, 1.24058, 2.41019], [-9.51795, 2.62593, 2.14885], [1.16601, -0.87215, -6.44056], [1.70048, -0.94231, -7.51816], [2.78491, -0.18163, -7.73545], [3.61363, -0.31549, -8.89320], [3.08828, 0.49349, -10.06050], [1.13681, -1.79019, -8.62816], [3.75320, -1.36681, -9.14636], [4.58660, 0.06530, -8.58775], [2.10624, 0.14526, -10.38044], [3.77025, 0.42423, -10.90822], [2.98688, 1.54079, -9.77648], [0.36913, -1.21772, -9.14957], [0.67805, -2.67022, -8.18133], [1.87942, -2.13111, -9.34501], [2.90043, 1.17550, 8.76871], [3.39256, 0.09572, 8.95114], [2.66085, -1.00496, 8.70085], [3.20100, -2.32968, 8.69071], [3.23295, -2.93855, 10.07671], [4.77953, -0.05361, 9.53131], [4.18020, -2.34288, 8.20983], [2.52994, -2.90214, 8.05258], [3.88560, -2.37906, 10.74673], [3.58878, -3.96789, 10.03138], [2.23450, -2.93138, 10.51295], [4.71204, -0.00079, 10.61699], [5.38537, 0.77512, 9.17462], [5.28572, -0.97259, 9.24596], [-0.55454, 5.92131, 11.83169], [-0.16806, 5.73550, 10.71068], [-0.42182, 4.55206, 10.12306], [-0.17524, 4.29781, 8.73548], [1.25243, 3.86226, 8.48149], [0.66178, 6.76606, 9.97891], [-0.46229, 5.16045, 8.13152], [-0.85819, 3.49191, 8.47178], [1.96284, 4.64588, 8.74876], [1.39466, 3.61474, 7.42941], [1.49514, 2.98835, 9.07714], [1.70523, 6.63907, 10.26318], [0.32883, 7.75184, 10.29288], [0.57748, 6.72036, 8.89609], [-1.06664, -3.77898, -6.86092], [-1.86651, -3.10141, -6.27305], [-2.76101, -3.71772, -5.47301], [-3.62235, -3.00936, -4.57810], [-4.89034, -2.54223, -5.26176], [-1.94022, -1.60628, -6.45919], [-3.08733, -2.18983, -4.09568], [-3.86782, -3.72686, -3.79665], [-4.67678, -1.83225, -6.06056], [-5.55496, -2.06155, -4.54325], [-5.41020, -3.38973, -5.70821], [-2.54976, -1.38926, -7.33683], [-0.92842, -1.23231, -6.61455], [-2.34651, -1.07660, -5.60038]]
}

# 3
{
  "formula": "C37H75BBr22IO3",
  "method": "the ωB97M-V functional and the def2-TZVPD basis",
  "spin_multiplicity": 1,
  "fmax_ha_per_bohr": 0.0494,
  "homo_lumo_gap_ha": 0.2241,
  "charge": -1,
  "e_tot_ev": -1595443.484,
  "elements": ["C", "C", "C", "C", "C", "O", "C", "C", "C", "C", "C", "C", "C", "O", "B", "C", "C", "C", "I", "O", "H", "H", "H", "H", "H", "H", "H", "H", "H", "H", "H", "H", "H", "H", "H", "H", "H", "H", "H", "H", "H", "H", "H", "H", "H", "H", "H", "H", "H", "H", "H", "Br", "C", "C", "Br", "H", "H", "H", "H", "Br", "C", "C", "Br", "H", "H", "H", "H", "Br", "C", "C", "Br", "H", "H", "H", "H", "Br", "C", "C", "Br", "H", "H", "H", "H", "Br", "C", "C", "Br", "H", "H", "H", "H", "Br", "C", "C", "Br", "H", "H", "H", "H", "Br", "C", "C", "Br", "H", "H", "H", "H", "Br", "C", "C", "Br", "H", "H", "H", "H", "Br", "C", "C", "Br", "H", "H", "H", "H", "Br", "C", "C", "Br", "H", "H", "H", "H", "Br", "C", "C", "Br", "H", "H", "H", "H"],
  "coordinates": [[0.31583, 2.36583, 3.36567], [0.62599, 1.59598, 2.07690], [-0.11293, 2.25645, 0.92600], [0.69826, 3.44288, 0.38919], [-0.53856, 1.29157, -0.18217], [-1.05365, 1.90332, -1.36878], [-2.15850, 2.75259, -1.10758], [-3.20746, 2.65219, -2.24050], [-2.66357, 1.95209, -3.47812], [-4.50649, 2.05751, -1.67693], [-5.52977, 1.67978, -2.75456], [-5.16413, 3.12106, -0.77030], [-1.60378, 0.19701, 0.21478], [-1.22480, -0.93924, -0.48862], [0.21634, -0.95816, -0.19713], [1.02070, -2.16644, -0.93603], [1.13829, -3.32113, 0.06227], [2.52379, -3.61371, 0.63348], [0.38866, -5.20092, -0.75999], [0.57717, 0.49050, -0.46479], [0.58216, 3.41182, 3.27585], [-0.75471, 2.31868, 3.56137], [0.80649, 1.94336, 4.24063], [0.29334, 0.57976, 2.20623], [1.70397, 1.59007, 1.93392], [-1.02927, 2.68463, 1.34724], [0.71096, 4.21430, 1.15644], [0.24904, 3.89211, -0.49083], [1.70843, 3.11010, 0.17299], [-1.84514, 3.79208, -1.01278], [-2.61701, 2.49502, -0.15557], [-3.44692, 3.67536, -2.53042], [-1.98941, 1.13538, -3.24720], [-3.44216, 1.59155, -4.14329], [-2.08148, 2.67474, -4.05260], [-4.30337, 1.16158, -1.09677], [-5.55430, 2.47605, -3.49730], [-5.29170, 0.72831, -3.21534], [-6.50003, 1.61628, -2.27491], [-5.98221, 3.60651, -1.29552], [-4.46797, 3.90860, -0.48824], [-5.53587, 2.67387, 0.14795], [-2.60646, 0.39984, -0.16259], [-1.68166, 0.03287, 1.29954], [0.25989, -1.12096, 1.05077], [2.01615, -1.89816, -1.29052], [0.46792, -2.46922, -1.82254], [0.49141, -3.09647, 0.89926], [3.16998, -2.75749, 0.75213], [2.37208, -4.04365, 1.62365], [3.03298, -4.37192, 0.04705], [-7.75679, -0.63962, -1.64427], [-9.48263, -0.17458, -2.41178], [-9.52160, -0.42662, -3.89371], [-8.56283, 0.94366, -4.88816], [-9.67330, 0.86229, -2.15633], [-10.20244, -0.80883, -1.90147], [-10.54528, -0.38121, -4.25572], [-9.07945, -1.37914, -4.16575], [5.92397, -3.64683, -1.45356], [6.53674, -3.45314, 0.37635], [7.02309, -4.77471, 0.90991], [5.53872, -5.94714, 1.36161], [5.71573, -3.06763, 0.97763], [7.35158, -2.73329, 0.34178], [7.57144, -4.63456, 1.83936], [7.64450, -5.31172, 0.19976], [3.80464, 6.43129, 0.54207], [4.29717, 6.19843, 2.40750], [5.12090, 4.96373, 2.68362], [4.12477, 3.28471, 2.74051], [3.37151, 6.22477, 2.97440], [4.89382, 7.07735, 2.64223], [5.55281, 5.04546, 3.67917], [5.90952, 4.81746, 1.95396], [5.02644, 2.52926, -3.85790], [6.37436, 3.68141, -3.06358], [6.99145, 3.02813, -1.85869], [5.82606, 3.08487, -0.30750], [5.89581, 4.62727, -2.83192], [7.12238, 3.83087, -3.83928], [7.89590, 3.55235, -1.55628], [7.21764, 1.98410, -2.03735], [-1.50178, 8.16844, -1.62494], [-0.57804, 7.95066, -3.31418], [0.62998, 7.06610, -3.16294], [2.05085, 8.05151, -2.27100], [-0.31873, 8.94684, -3.65684], [-1.30250, 7.50875, -3.99531], [1.02015, 6.78428, -4.13786], [0.44280, 6.17165, -2.57508], [-12.56971, 0.73734, -0.63034], [-14.10438, -0.41252, -0.94973], [-13.69892, -1.73965, -1.53213], [-13.24619, -1.59289, -3.41823], [-14.78154, 0.13858, -1.59319], [-14.56464, -0.55438, 0.02528], [-14.52798, -2.44194, -1.49008], [-12.83551, -2.16789, -1.03418], [3.22713, -8.55831, 4.18890], [3.69456, -9.44094, 2.52111], [4.58578, -10.63050, 2.75560], [6.41612, -10.09780, 3.14546], [4.15241, -8.69149, 1.88379], [2.74838, -9.75559, 2.08740], [4.65059, -11.24029, 1.85744], [4.25315, -11.24298, 3.58656], [9.28309, -3.85374, -2.71424], [9.78622, -5.69842, -3.08086], [8.78164, -6.39595, -3.95849], [7.18662, -6.89510, -2.96968], [9.90969, -6.18795, -2.12068], [10.74917, -5.63682, -3.58314], [9.19408, -7.33100, -4.33135], [8.45782, -5.78408, -4.79363], [-4.49167, -2.94549, -0.85315], [-3.48494, -4.51055, -1.40996], [-4.26958, -5.36632, -2.36543], [-5.64541, -6.41159, -1.45997], [-3.19786, -5.03759, -0.50702], [-2.59269, -4.12082, -1.89480], [-3.62018, -6.10056, -2.83665], [-4.77487, -4.78398, -3.12814], [4.64387, -1.96238, 2.81106], [3.96863, -0.66559, 4.09638], [2.78786, -1.20674, 4.86295], [1.17117, -1.22084, 3.78981], [3.73824, 0.23398, 3.53413], [4.79603, -0.46778, 4.77474], [2.57230, -0.56683, 5.71684], [2.94552, -2.22529, 5.20295], [1.77278, 4.46339, 5.58040], [0.78069, 5.42510, 6.94817], [-0.22730, 4.53657, 7.62645], [-1.78262, 4.22765, 6.50295], [0.32311, 6.28082, 6.46320], [1.52499, 5.76843, 7.66361], [-0.60991, 5.01327, 8.52621], [0.17862, 3.56198, 7.87588]]
}

Question: Number 2 is which compound?
Answer: C37H74NO19PS2